Here is a gas-phase ion, C4H3N2O2 (charge -1) at a distorted geometry from the Open Molecules 2025 dataset. Energies are from the ωB97M-V functional and the def2-TZVPD basis.

Each atom is followed by the atoms it is bonded to, with distances in Å.
Atoms and positions in Å:
1 C -0.79 -1.11 0.01  O2 1.229, O4 1.220, C5 1.627
2 O -0.77 -1.61 1.13  C1 1.229
3 N -2.95 1.61 0.02  C7 1.155
4 O -0.81 -1.55 -1.13  C1 1.220
5 C -0.66 0.51 0.07  C1 1.627, C7 1.393, N10 1.279
6 H 2.42 0.85 -0.22  C9 1.083
7 C -1.87 1.19 0.02  N3 1.155, C5 1.393
8 H 1.53 -0.51 -0.88  C9 1.049
9 C 1.66 0.09 -0.04  H6 1.083, H8 1.049, N10 1.498, H11 1.025
10 N 0.51 1.02 0.20  C5 1.279, C9 1.498
11 H 1.73 -0.48 0.81  C9 1.025

Summary:
Charge: -1
E_tot, eV: -11272.3026
F_max, eV/Å: 3.7
Energy relative to the best compared isomer or geometry (same formula, charge and spin), kcal per mole: 0.00
Gap between HOMO and LUMO, eV: 8.5

Atomic partial charges in e from the Mulliken method, atoms 1 to 4: atom 1 (C): 0.51, atom 2 (O): -0.67, atom 3 (N): -0.52, atom 4 (O): -0.65